Record 1
{
  "formula": "C6H11NSi",
  "method": "wB97M-V/def2-TZVPD",
  "homo_energy_ev": -8.9,
  "smiles": "[H]/N=C(/C#C)[Si](C)(C)C",
  "charge": 0,
  "spin_multiplicity": 1,
  "lumo_ev": 0.760,
  "gap_ev": 9.642,
  "elements": ["Si", "N", "C", "C", "C", "C", "C", "C", "H", "H", "H", "H", "H", "H", "H", "H", "H", "H", "H"],
  "coordinates": [[0.232, -0.227, 0.410], [-1.515, 2.184, -0.003], [-0.612, -0.745, 2.042], [-1.208, 0.975, -1.964], [-0.996, 1.193, -0.593], [0.478, -1.680, -0.796], [1.871, 0.692, 0.749], [-1.338, 0.701, -3.129], [-1.304, 2.248, 0.991], [1.008, -2.505, -0.328], [-0.476, -2.057, -1.157], [-0.056, -0.385, 2.904], [-0.669, -1.828, 2.121], [-1.624, -0.359, 2.121], [1.053, -1.369, -1.666], [2.402, 0.899, -0.176], [-1.470, 0.503, -4.151], [2.529, 0.111, 1.387], [1.694, 1.646, 1.239]],
  "atomic_forces_ev_per_a": [[-0.608, 1.002, -0.986], [-0.522, 0.801, -0.061], [0.237, 0.241, -0.541], [-0.223, -0.186, -1.369], [1.672, -1.768, 2.385], [-0.080, 0.511, 0.456], [-0.651, -0.335, -0.207], [0.113, 0.166, 0.723], [0.175, -0.283, -0.001], [0.083, -0.088, 0.140], [-0.154, -0.010, 0.011], [0.116, 0.086, 0.070], [0.014, -0.149, -0.068], [-0.149, 0.070, -0.056], [0.048, 0.120, -0.065], [0.013, -0.010, -0.171], [-0.066, -0.127, -0.524], [0.096, -0.182, 0.145], [-0.112, 0.141, 0.119]]
}

***

Record 2
{
  "formula": "C6H11O",
  "method": "wB97M-V/def2-TZVPD",
  "homo_energy_ev": -2.1,
  "smiles": "C=C(C)CCC[O-]",
  "charge": -1,
  "spin_multiplicity": 1,
  "lumo_ev": 3.706,
  "gap_ev": 5.814,
  "elements": ["O", "C", "C", "C", "C", "C", "C", "H", "H", "H", "H", "H", "H", "H", "H", "H", "H", "H"],
  "coordinates": [[2.193, 1.816, -1.797], [-0.680, -0.432, 0.862], [0.959, 1.587, -1.333], [-0.756, -0.264, -0.632], [0.598, 0.070, -1.304], [-0.747, 0.586, 1.709], [-0.193, -1.785, 1.331], [0.701, 1.967, -0.301], [0.562, -0.216, -2.363], [0.888, -1.764, 1.449], [-0.936, 1.604, 1.396], [-1.479, 0.508, -0.919], [-1.122, -1.188, -1.089], [-0.607, 0.480, 2.780], [-0.557, -2.003, 2.337], [0.175, 2.067, -1.979], [1.441, -0.425, -0.812], [-0.439, -2.609, 0.665]],
  "atomic_forces_ev_per_a": [[0.027, 0.040, 0.348], [0.793, -0.118, -0.412], [0.020, -0.107, -0.201], [-0.006, 0.013, -0.418], [-0.127, 0.517, -0.078], [-0.440, 0.321, 0.338], [-0.068, 0.153, 0.624], [0.319, 0.104, -0.021], [0.119, -0.305, 0.196], [0.239, 0.001, -0.289], [-0.094, -0.061, -0.267], [0.079, 0.124, 0.164], [-0.160, -0.132, 0.173], [0.096, -0.278, 0.027], [-0.216, -0.100, -0.035], [-0.363, -0.038, 0.010], [-0.078, -0.167, -0.081], [-0.141, 0.033, -0.080]]
}

***

Record 3
{
  "formula": "C6H11P",
  "method": "wB97M-V/def2-TZVPD",
  "homo_energy_ev": [-8.3, -8.1],
  "charge": 0,
  "spin_multiplicity": 1,
  "lumo_ev": [-1.154, -1.129],
  "gap_ev": [7.122, 7.015],
  "elements": ["P", "C", "C", "C", "C", "C", "C", "H", "H", "H", "H", "H", "H", "H", "H", "H", "H", "H"],
  "coordinates": [[1.048, 2.385, 2.246], [0.883, 0.185, -0.719], [-1.035, 0.642, 0.098], [0.090, 1.452, -0.529], [0.017, -0.709, -1.583], [-0.325, -1.956, 0.722], [-0.243, -0.636, -0.069], [0.294, -2.044, 1.588], [0.548, -1.600, -1.768], [-1.075, 0.823, 1.227], [1.723, 1.322, 2.106], [-2.066, 0.842, -0.201], [-0.391, -2.782, 0.005], [-0.587, -0.240, -2.367], [0.473, 2.173, 0.242], [-1.327, -1.986, 1.025], [0.006, 2.177, -1.333], [1.968, -0.047, -0.691]],
  "atomic_forces_ev_per_a": [[-2.303, 4.025, 0.948], [0.565, -1.040, -0.146], [-0.835, 0.640, 3.004], [1.173, 1.484, 1.075], [0.361, 0.798, 1.085], [-0.447, 1.248, -1.888], [-0.308, -0.640, -2.153], [0.648, -0.278, 0.214], [0.285, -1.008, -0.947], [0.133, 0.264, -1.238], [2.430, -3.899, -0.602], [0.037, -0.731, -0.572], [1.149, -0.129, 0.356], [-0.020, -0.442, 0.408], [0.221, -0.590, -0.142], [-1.690, 0.137, 1.143], [-0.592, -0.503, -0.697], [-0.805, 0.664, 0.152]]
}

***

Record 4
{
  "formula": "C6H11PS",
  "method": "wB97M-V/def2-TZVPD",
  "homo_energy_ev": -8.2,
  "smiles": "C[C@@H]1CC=C[P@@]1(C)=S",
  "charge": 0,
  "spin_multiplicity": 1,
  "lumo_ev": 0.784,
  "gap_ev": 9.021,
  "elements": ["S", "P", "C", "C", "C", "C", "C", "C", "H", "H", "H", "H", "H", "H", "H", "H", "H", "H", "H"],
  "coordinates": [[-2.623, 0.024, -2.220], [-0.956, -0.400, -1.333], [-0.323, 1.705, 0.771], [0.540, 0.116, -2.169], [-0.184, -2.091, 0.570], [-0.555, -2.099, -0.721], [0.025, -0.761, 1.311], [-0.902, 0.261, 0.674], [0.209, -3.025, 0.848], [0.678, -0.567, -3.038], [-0.518, -3.116, -1.227], [-0.605, 1.921, 1.853], [0.201, 1.135, -2.542], [-1.936, 0.262, 0.933], [0.728, 1.688, 0.420], [1.372, 0.012, -1.432], [-0.311, -0.788, 2.385], [-0.880, 2.302, -0.024], [1.067, -0.542, 1.306]],
  "atomic_forces_ev_per_a": [[0.053, -0.070, -0.227], [-0.648, -0.683, 3.249], [-1.829, -1.013, -0.831], [-0.452, 0.430, -0.471], [0.303, 1.194, -1.383], [-0.233, -0.455, 0.133], [-2.937, -1.356, 1.154], [2.689, 0.431, -3.958], [0.411, -0.981, 1.374], [0.045, 0.556, 0.568], [-0.301, 1.737, 0.173], [1.110, 0.834, -1.460], [1.286, -0.957, 0.463], [-0.658, -0.469, 0.374], [-0.389, 0.265, 1.015], [-0.392, 0.593, -0.858], [0.645, -0.502, -0.704], [0.477, -0.169, 1.547], [0.818, 0.613, -0.160]]
}

***

Record 5
{
  "formula": "C6H12",
  "method": "wB97M-V/def2-TZVPD",
  "homo_energy_ev": -9.4,
  "smiles": "CC1(C)C=CC1.[H][H]",
  "charge": 0,
  "spin_multiplicity": 1,
  "lumo_ev": 1.053,
  "gap_ev": 10.454,
  "elements": ["C", "C", "C", "C", "C", "C", "H", "H", "H", "H", "H", "H", "H", "H", "H", "H", "H", "H"],
  "coordinates": [[0.525, -0.803, -1.030], [0.552, 0.131, 0.833], [-1.660, -1.038, 0.321], [-0.570, -0.093, -0.167], [1.467, -0.514, 0.111], [-1.157, 1.172, -0.778], [0.574, 0.650, 1.785], [-1.793, 0.934, -1.639], [-1.226, -1.948, 0.748], [3.122, 1.227, 1.328], [3.291, 1.509, 1.995], [-0.365, 1.854, -1.109], [-2.326, -1.323, -0.502], [0.343, -1.858, -1.253], [-1.776, 1.700, -0.043], [2.514, -0.753, 0.270], [0.760, -0.286, -1.965], [-2.274, -0.562, 1.093]],
  "atomic_forces_ev_per_a": [[0.050, -0.164, -0.282], [0.113, 0.008, 0.076], [-0.078, -0.048, 0.032], [-0.105, 0.004, -0.023], [0.047, 0.075, 0.130], [-0.026, 0.059, -0.027], [-0.001, -0.066, -0.006], [0.085, 0.019, 0.098], [-0.051, 0.111, -0.068], [0.029, 0.081, 0.100], [0.038, -0.014, -0.039], [-0.111, -0.103, 0.034], [0.071, 0.018, 0.067], [-0.058, 0.035, 0.035], [0.077, -0.033, -0.086], [-0.115, 0.050, -0.038], [-0.012, -0.006, 0.042], [0.049, -0.026, -0.046]]
}

***

Record 6
{
  "formula": "C6H12",
  "method": "wB97M-V/def2-TZVPD",
  "homo_energy_ev": [-8.6, -8.6],
  "charge": 0,
  "spin_multiplicity": 1,
  "lumo_ev": [-0.199, -0.200],
  "gap_ev": [8.376, 8.375],
  "elements": ["C", "C", "C", "C", "C", "C", "H", "H", "H", "H", "H", "H", "H", "H", "H", "H", "H", "H"],
  "coordinates": [[0.513, -0.672, -1.175], [-1.003, -0.921, 0.859], [0.033, -0.023, 0.176], [1.248, 0.142, 1.093], [-0.585, 1.351, -0.125], [-0.627, -0.483, -2.110], [-1.450, 1.245, -0.796], [-1.862, -1.100, 0.206], [2.007, 0.793, 0.643], [1.714, -0.826, 1.311], [-0.565, -1.891, 1.124], [-0.349, 0.351, -2.791], [0.941, 0.591, 2.046], [0.141, 2.019, -0.604], [-0.941, 1.833, 0.792], [0.667, -1.741, -0.975], [-1.357, -0.450, 1.785], [1.475, -0.217, -1.459]],
  "atomic_forces_ev_per_a": [[-0.003, -0.085, -0.153], [-0.043, -0.050, -0.008], [-0.040, 0.070, 0.125], [0.053, -0.007, 0.009], [-0.021, 0.053, -0.021], [0.340, 0.102, 0.078], [0.084, 0.031, 0.098], [0.114, 0.030, 0.093], [-0.127, -0.089, 0.044], [-0.076, 0.129, -0.048], [-0.048, 0.142, -0.052], [-0.079, -0.149, 0.098], [0.016, -0.064, -0.137], [-0.091, -0.100, 0.069], [0.085, -0.075, -0.090], [-0.047, 0.129, 0.020], [0.058, -0.049, -0.146], [-0.175, -0.017, 0.021]]
}

***

Record 7
{
  "formula": "C6H12",
  "method": "wB97M-V/def2-TZVPD",
  "homo_energy_ev": -8.9,
  "smiles": "C[C@H]1C[C@@H](C)C1",
  "charge": 0,
  "spin_multiplicity": 1,
  "lumo_ev": 1.213,
  "gap_ev": 10.156,
  "elements": ["C", "C", "C", "C", "C", "C", "H", "H", "H", "H", "H", "H", "H", "H", "H", "H", "H", "H"],
  "coordinates": [[2.026, -0.317, 0.776], [-1.191, 0.226, -0.601], [-0.198, -0.966, -0.788], [-2.026, 0.247, 0.680], [1.062, -0.052, -0.724], [0.060, 1.131, -0.568], [2.437, -1.327, 0.682], [0.595, 0.921, 0.378], [-0.198, -1.704, 0.016], [1.519, -0.299, 1.786], [-1.882, 0.319, -1.457], [-2.769, -0.560, 0.697], [1.821, -0.035, -1.496], [0.120, 2.183, -0.882], [-2.561, 1.199, 0.794], [2.885, 0.380, 0.900], [-0.326, -1.474, -1.748], [-1.376, 0.129, 1.555]],
  "atomic_forces_ev_per_a": [[-0.491, -0.114, -1.333], [0.433, -0.057, 0.143], [0.381, -0.345, 0.098], [0.076, -0.080, -0.008], [1.372, -1.059, 1.064], [0.736, 0.023, 1.293], [0.034, 0.097, -0.091], [-2.455, 2.682, 1.305], [-0.196, -0.103, -0.083], [-0.276, 0.121, -1.379], [0.576, 0.189, 0.150], [0.084, 0.106, -0.037], [-0.066, -0.431, -0.371], [0.252, -0.675, -0.163], [0.117, -0.160, -0.074], [-0.604, -0.242, -0.578], [0.134, 0.055, 0.169], [-0.105, -0.006, -0.103]]
}

***

Record 8
{
  "formula": "C6H12",
  "method": "wB97M-V/def2-TZVPD",
  "homo_energy_ev": [-9.2, -9.2],
  "charge": 0,
  "spin_multiplicity": 1,
  "lumo_ev": [-0.612, -0.611],
  "gap_ev": [8.593, 8.633],
  "elements": ["C", "C", "C", "C", "C", "C", "H", "H", "H", "H", "H", "H", "H", "H", "H", "H", "H", "H"],
  "coordinates": [[-1.166, 0.681, 1.127], [0.052, -1.435, 0.406], [0.987, -0.845, -0.613], [-1.292, -0.689, 0.464], [0.387, 2.121, -1.362], [2.039, -0.074, -0.326], [-0.379, 1.287, 0.664], [0.522, -1.410, 1.398], [0.636, 1.518, -2.260], [-2.020, -1.298, 1.013], [-1.684, -0.583, -0.558], [-0.723, 2.000, -1.317], [-0.906, 0.577, 2.186], [0.771, -1.079, -1.657], [2.303, 0.159, 0.704], [-2.101, 1.246, 1.062], [-0.125, -2.491, 0.165], [2.698, 0.315, -1.097]],
  "atomic_forces_ev_per_a": [[-0.014, 0.027, 0.051], [0.057, -0.027, 0.042], [0.064, 0.108, 0.009], [-0.080, -0.010, -0.023], [-0.078, -0.163, -0.240], [-0.119, -0.019, -0.037], [-0.116, -0.111, 0.137], [-0.057, 0.020, -0.138], [0.036, 0.108, 0.078], [0.104, 0.074, -0.075], [0.045, -0.001, 0.148], [0.268, -0.081, 0.060], [-0.056, -0.017, -0.111], [0.019, 0.057, 0.139], [-0.081, -0.010, -0.149], [0.128, -0.081, 0.022], [0.024, 0.163, 0.001], [-0.143, -0.036, 0.087]]
}

***

Relative energy (zero: lowest compared OMol25 entry of this formula, charge and spin) (kcal/mol)
31.52 5.06 105.53 11.51 59.55 96.79 82.04 128.24